Computed, not measured: a cluster of 9 separate species, C55H65NO2P in total, with ωB97M-V with the def2-TZVPD basis set.

LUMO energy = -2.80 eV
Relative energy (zero: lowest compared OMol25 entry of this formula, charge and spin) = 0.0 kJ/mol
HOMO = -10.46 eV
HOMO-LUMO gap = 7.66 eV
Total charge = +1

CARTESIAN COORDINATES (ANGSTROEM)
C: -5.8848 -0.8019 1.7854
C: -4.6488 -0.7849 2.6784
O: -4.6457 -0.3378 3.7297
N: -3.4185 -1.3527 2.0968
C: -2.4658 -1.8525 3.1242
P: -2.7178 -0.3103 0.9639
C: -0.9628 0.0389 1.2272
C: -0.6423 1.1635 2.2663
C: -1.8292 1.6665 3.1128
C: -1.3658 2.9450 3.8605
O: -0.8751 2.6239 5.1555
H: -6.7196 -1.2392 2.3202
H: -5.6663 -1.3402 0.8661
H: -6.1326 0.2250 1.5173
H: -1.8052 -1.0983 3.5400
H: -1.9043 -2.6852 2.7125
H: -3.0591 -2.2595 3.9335
H: -2.8095 -0.9573 -0.2830
H: -3.5243 0.8306 0.8469
H: -0.5705 0.3652 0.2619
H: -0.4676 -0.8988 1.4689
H: -0.2520 2.0225 1.7351
H: 0.1065 0.7650 2.9474
H: -2.6934 1.9749 2.5239
H: -2.1099 0.9820 3.9081
H: -2.1617 3.6745 3.9719
H: -0.5397 3.4196 3.3214
H: -0.3260 1.8326 5.0893
C: 3.4069 -1.0493 -3.2530
C: 2.2296 -0.3148 -3.2384
C: 1.2361 -0.6187 -2.3187
C: 1.4246 -1.6515 -1.4092
C: 2.6030 -2.3842 -1.4220
C: 3.5923 -2.0852 -2.3472
H: 4.1820 -0.8163 -3.9724
H: 2.0863 0.4931 -3.9447
H: 0.3133 -0.0489 -2.3127
H: 0.6496 -1.8878 -0.6881
H: 2.7505 -3.1891 -0.7124
H: 4.5100 -2.6604 -2.3617
C: 4.5397 4.6131 1.6145
C: 3.5215 5.3931 2.1458
C: 2.5902 4.8279 3.0058
C: 2.6836 3.4839 3.3407
C: 3.7038 2.7039 2.8122
C: 4.6298 3.2679 1.9457
H: 5.2643 5.0540 0.9421
H: 3.4541 6.4427 1.8895
H: 1.7928 5.4352 3.4166
H: 1.9593 3.0431 4.0173
H: 3.7777 1.6557 3.0758
H: 5.4231 2.6599 1.5299
C: 6.4513 -4.2879 -0.3796
C: 6.5701 -5.3180 0.5431
C: 7.3516 -6.4263 0.2481
C: 8.0209 -6.5003 -0.9659
C: 7.9047 -5.4687 -1.8870
C: 7.1169 -4.3639 -1.5957
H: 5.8390 -3.4233 -0.1503
H: 6.0531 -5.2574 1.4927
H: 7.4399 -7.2329 0.9648
H: 8.6338 -7.3629 -1.1938
H: 8.4284 -5.5262 -2.8328
H: 7.0231 -3.5607 -2.3170
C: 6.1236 -3.3822 -8.2647
C: 6.2485 -3.4142 -6.8828
C: 5.2135 -2.9535 -6.0815
C: 4.0485 -2.4686 -6.6625
C: 3.9228 -2.4396 -8.0446
C: 4.9619 -2.8927 -8.8459
H: 6.9324 -3.7390 -8.8896
H: 7.1539 -3.7984 -6.4301
H: 5.3135 -2.9735 -5.0023
H: 3.2380 -2.1140 -6.0365
H: 3.0140 -2.0634 -8.4978
H: 4.8659 -2.8656 -9.9239
C: -7.9191 -4.9827 -2.1669
C: -7.6125 -3.6770 -2.5223
C: -6.4641 -3.0751 -2.0280
C: -5.6183 -3.7819 -1.1827
C: -5.9230 -5.0903 -0.8322
C: -7.0753 -5.6888 -1.3207
H: -8.8160 -5.4513 -2.5507
H: -8.2685 -3.1282 -3.1857
H: -6.2278 -2.0540 -2.3035
H: -4.7183 -3.3132 -0.7985
H: -5.2620 -5.6440 -0.1769
H: -7.3155 -6.7069 -1.0430
C: -3.4094 5.8856 5.6127
C: -4.6030 6.5947 5.6182
C: -5.6041 6.2608 6.5198
C: -5.4082 5.2234 7.4221
C: -4.2134 4.5164 7.4187
C: -3.2150 4.8444 6.5114
H: -2.6289 6.1460 4.9068
H: -4.7524 7.4086 4.9187
H: -6.5372 6.8100 6.5206
H: -6.1874 4.9666 8.1285
H: -4.0602 3.7088 8.1235
H: -2.2845 4.2893 6.5061
C: 2.5087 -7.3230 -7.2574
C: 2.8005 -6.0543 -6.7757
C: 2.8397 -5.8238 -5.4070
C: 2.5966 -6.8645 -4.5208
C: 2.3085 -8.1340 -5.0029
C: 2.2605 -8.3625 -6.3711
H: 2.4751 -7.5022 -8.3247
H: 2.9973 -5.2434 -7.4668
H: 3.0613 -4.8322 -5.0318
H: 2.6323 -6.6858 -3.4529
H: 2.1207 -8.9462 -4.3116
H: 2.0309 -9.3515 -6.7472
C: -4.3519 10.4450 4.3974
C: -3.0374 10.1803 4.0378
C: -2.5707 10.5579 2.7860
C: -3.4165 11.2080 1.8975
C: -4.7298 11.4753 2.2587
C: -5.1991 11.0904 3.5072
H: -4.7164 10.1481 5.3733
H: -2.3762 9.6792 4.7344
H: -1.5469 10.3471 2.5032
H: -3.0512 11.5072 0.9231
H: -5.3885 11.9842 1.5663
H: -6.2248 11.2948 3.7869